# 1
Density functional theory data (ωB97M-V/def2-TZVPD) for the molecule CH5NO3S at a distorted geometry.

Calculated values
**SMILES**: COS(N)(=O)=O
**ΔE to the lowest compared entry with this formula, charge and spin**: 1.667 eV
**Orbital gap**: 11.556 eV
**HOMO energy**: -0.405 Eh
**Electronic energy**: -19584.6636 eV

Structure (ORCA input):
```
! wB97M-V def2-TZVPD RIJCOSX def2/J DEFGRID3
* xyz 0 1
C 0.13 0.86 1.30
N -1.07 -0.84 -0.73
O 0.52 0.95 -1.46
O 1.51 -1.40 -1.31
O 0.93 -0.17 0.74
S 0.55 -0.32 -0.81
H 0.26 1.79 0.69
H 0.58 0.94 2.33
H -0.89 0.62 1.39
H -1.35 -0.71 -1.69
H -1.18 -1.73 -0.45
*
```

# 2
Density functional theory data (ωB97M-V/def2-TZVPD) for the molecule CH5NOP2 at a distorted geometry.

Calculated values
**SMILES**: O=CN[PH]#[PH2]
**ΔE to the lowest compared entry with this formula, charge and spin**: 0.000 eV
**Orbital gap**: 10.131 eV
**HOMO energy**: -0.342 Eh
**Electronic energy**: -23232.4569 eV

Structure (ORCA input):
```
! wB97M-V def2-TZVPD RIJCOSX def2/J DEFGRID3
* xyz 0 1
C 0.71 -1.51 0.53
N 0.00 -0.64 1.29
O 0.90 -1.31 -0.63
P 0.59 1.43 -0.81
P -1.02 0.53 0.45
H 1.22 -2.31 1.06
H -0.49 -0.86 2.12
H -0.32 2.65 -0.98
H 0.49 0.96 -2.10
H -1.69 -0.42 -0.40
*
```

# 3
Density functional theory data (ωB97M-V/def2-TZVPD) for the molecule CH5NOS at a distorted geometry.

Calculated values
**SMILES**: C[S@H](=N)=O
**ΔE to the lowest compared entry with this formula, charge and spin**: 4.282 eV
**Orbital gap**: 10.064 eV
**HOMO energy**: -0.361 Eh
**Electronic energy**: -15486.8374 eV

Structure (ORCA input):
```
! wB97M-V def2-TZVPD RIJCOSX def2/J DEFGRID3
* xyz 0 1
C 0.94 0.69 -0.14
N -0.71 -1.68 -0.13
O -1.79 0.99 -0.16
S -0.61 -0.20 0.24
H 0.91 1.55 0.59
H 1.81 0.06 0.16
H 1.11 0.98 -1.19
H -0.93 -2.07 -1.10
H -0.73 -0.32 1.72
*
```

# 4
Density functional theory data (ωB97M-V/def2-TZVPD) for the molecule CH5NOS2 at a distorted geometry.

Calculated values
**ΔE to the lowest compared entry with this formula, charge and spin**: 2.376 eV
**Orbital gap (spin up / spin down)**: 7.834 / 7.833 eV
**HOMO energy (spin up / spin down)**: -0.306 / -0.306 Eh
**Electronic energy**: -26324.0250 eV

Structure (ORCA input):
```
! wB97M-V def2-TZVPD RIJCOSX def2/J DEFGRID3
* xyz 0 1
C 0.72 0.50 1.31
N -1.02 -0.30 -2.31
O -1.39 -0.64 0.36
S -0.31 1.15 -1.79
S -0.96 0.72 0.65
H 1.13 1.33 2.00
H 1.30 0.32 0.37
H 0.79 -0.54 1.82
H -1.96 -0.39 -2.73
H -0.89 -1.24 -1.92
*
```

# 5
Density functional theory data (ωB97M-V/def2-TZVPD) for a 2-piece molecular cluster, CH5NOS2 overall at a distorted geometry.

Calculated values
**SMILES**: NC=O.SS
**ΔE to the lowest compared entry with this formula, charge and spin**: 0.539 eV
**Orbital gap**: 8.670 eV
**HOMO energy**: -0.310 Eh
**Electronic energy**: -26325.8616 eV

Structure (ORCA input):
```
! wB97M-V def2-TZVPD RIJCOSX def2/J DEFGRID3
* xyz 0 1
S -1.34 0.91 0.46
S -1.64 -1.18 0.10
H -0.23 0.76 1.20
H -0.38 -1.36 0.51
C 1.84 0.59 -0.30
N 2.26 0.15 -1.51
O 1.85 -0.06 0.72
H 1.61 1.65 -0.23
H 2.83 -0.67 -1.66
H 1.89 0.68 -2.28
*
```

# 6
Density functional theory data (ωB97M-V/def2-TZVPD) for the molecule CH5NOSi at a distorted geometry.

Calculated values
**SMILES**: NC(=O)[SiH3]
**ΔE to the lowest compared entry with this formula, charge and spin**: 1.199 eV
**Orbital gap**: 9.438 eV
**HOMO energy**: -0.327 Eh
**Electronic energy**: -12531.3329 eV

Structure (ORCA input):
```
! wB97M-V def2-TZVPD RIJCOSX def2/J DEFGRID3
* xyz 0 1
C 0.93 0.33 -0.13
N 1.37 -0.90 0.18
O 1.71 1.15 -0.51
Si -1.40 0.50 -0.15
H 2.35 -1.07 0.46
H 0.69 -1.61 0.29
H -1.64 0.60 1.42
H -2.23 1.55 -0.53
H -1.77 -0.54 -1.03
*
```

# 7
Density functional theory data (ωB97M-V/def2-TZVPD) for a 2-piece molecular cluster, CH5NP2 overall at a distorted geometry.

Calculated values
**ΔE to the lowest compared entry with this formula, charge and spin**: 1.408 eV
**Orbital gap (spin up / spin down)**: 6.575 / 6.567 eV
**HOMO energy (spin up / spin down)**: -0.269 / -0.269 Eh
**Electronic energy**: -21183.0326 eV

Structure (ORCA input):
```
! wB97M-V def2-TZVPD RIJCOSX def2/J DEFGRID3
* xyz 0 1
C 0.45 -0.64 0.39
N -1.78 2.46 0.45
P -2.41 3.12 -0.84
P -1.57 1.85 1.82
H 0.57 0.28 0.97
H 0.90 -1.47 0.92
H -0.54 -0.89 0.42
H -2.14 2.14 -1.65
H 0.80 -0.66 -0.75
*
```

# 8
Density functional theory data (ωB97M-V/def2-TZVPD) for a 2-piece molecular cluster, CH5NP2 overall at a distorted geometry.

Calculated values
**ΔE to the lowest compared entry with this formula, charge and spin**: 2.803 eV
**Orbital gap**: 7.441 eV
**HOMO energy**: -0.321 Eh
**Electronic energy**: -21181.6383 eV

Structure (ORCA input):
```
! wB97M-V def2-TZVPD RIJCOSX def2/J DEFGRID3
* xyz 0 1
C 0.31 -1.27 0.07
N -0.51 1.34 -0.19
P 0.88 1.89 -0.61
P -1.23 -0.16 -0.27
H 0.02 -2.23 -0.04
H 0.63 -0.84 0.92
H 1.07 -1.20 -0.76
H 0.40 3.23 -0.86
H -1.58 -0.75 1.74
*
```

# 9
Density functional theory data (ωB97M-V/def2-TZVPD) for CH5O2 as an isolated structure at a distorted geometry.

Calculated values
**ΔE to the lowest compared entry with this formula, charge and spin**: 0.506 eV
**Orbital gap**: 8.103 eV
**HOMO energy**: -0.125 Eh
**Electronic energy**: -5212.4384 eV

Structure (ORCA input):
```
! wB97M-V def2-TZVPD RIJCOSX def2/J DEFGRID3
* xyz -1 1
O -1.94 -1.06 0.63
H -2.49 -0.64 -0.06
C 1.16 0.34 -0.21
O -0.10 0.52 0.50
H 2.07 0.48 0.41
H 1.25 1.13 -1.00
H 1.02 -0.49 -0.79
H -0.96 -0.28 0.51
*
```

# 10
Density functional theory data (ωB97M-V/def2-TZVPD) for CH5O2 as an isolated structure.

Calculated values
**ΔE to the lowest compared entry with this formula, charge and spin**: 0.031 eV
**Orbital gap**: 8.169 eV
**HOMO energy**: -0.120 Eh
**Electronic energy**: -5212.9130 eV

Structure (ORCA input):
```
! wB97M-V def2-TZVPD RIJCOSX def2/J DEFGRID3
* xyz -1 1
O -1.25 -0.38 -1.19
H -0.86 -0.33 -2.05
C 0.61 0.66 1.08
O 0.73 -0.38 0.17
H 0.30 1.61 0.60
H 1.56 0.83 1.63
H -0.14 0.43 1.86
H -0.29 -0.34 -0.54
*
```

- Among the records above, which one has the lowest ΔE to the lowest compared entry with this formula, charge and spin?
  CH5NOP2

- Number 9 is which compound?
  CH5O2

- electronic energy of number 2 (CH5NOP2)?
  -23232.4569 eV

- The highest electronic energy belongs to which entry?
  number 9